{
  "formula": "C21H30BiN4PS",
  "method": "ωB97M-V with the def2-TZVPD basis set",
  "species": ["Bi", "S", "P", "N", "N", "N", "N", "C", "C", "C", "C", "C", "C", "C", "C", "C", "C", "C", "C", "C", "C", "C", "C", "C", "C", "C", "C", "C", "H", "H", "H", "H", "H", "H", "H", "H", "H", "H", "H", "H", "H", "H", "H", "H", "H", "H", "H", "H", "H", "H", "H", "H", "H", "H", "H", "H", "H", "H"],
  "coordinates": [[1.60983, 0.07559, -1.70525], [3.12065, -1.70335, -0.75766], [-0.65701, -0.85308, -0.19714], [1.41293, 2.68208, -1.91832], [3.27125, 0.42542, 0.99681], [3.89500, -1.61934, 1.75830], [2.74173, 1.15732, 0.01518], [-0.46305, -2.52679, 3.56045], [-2.46538, -2.92076, -0.87722], [-0.99077, -2.02733, -2.66495], [2.80768, 2.43118, 0.04027], [0.76323, -0.44018, 3.56068], [-0.17497, -1.31537, 1.48875], [-1.97811, 0.39559, -0.09439], [-1.05515, -2.39361, -1.16703], [0.25101, -1.53736, 4.24205], [0.72710, 3.44639, -2.78811], [0.55109, -0.33508, 2.18877], [-1.32925, 1.72186, 0.34248], [2.08750, 3.28020, -0.93270], [0.69343, 4.82012, -2.70696], [1.38875, 5.44445, -1.67109], [-0.00297, -3.48094, -0.90200], [3.44308, -0.86022, 0.78088], [2.13124, 4.64207, -0.80754], [-2.99790, -0.01653, 0.95401], [-0.65643, -2.43919, 2.18525], [-2.62483, 0.62566, -1.47028], [-1.34221, -2.83784, -3.27364], [-3.19923, -0.27650, -1.83198], [-2.58082, -3.77305, -1.54516], [3.32700, 2.91450, 0.86862], [1.39573, 6.53116, -1.50391], [-1.12308, -3.29667, 1.69443], [-2.65479, -3.23736, 0.14587], [-3.27402, -2.22006, -1.16202], [-2.16100, 2.42080, 0.48289], [-3.40957, -0.99857, 0.71472], [-3.79358, 0.71225, 1.00970], [1.02563, -3.08353, -0.89374], [-3.33289, 1.45786, -1.37527], [-1.55124, -1.12471, -2.89746], [0.94085, 0.53342, 1.65004], [-1.88666, 0.89874, -2.26605], [0.39969, -1.64205, 5.29718], [0.14177, 2.92768, -3.57575], [-0.07270, -4.23837, -1.68910], [-2.53498, -0.09871, 1.96254], [0.02183, -1.83299, -3.01590], [0.15903, 5.41292, -3.42382], [-0.72738, 1.68677, 1.21831], [2.72118, 5.13634, -0.06259], [4.05114, -2.61329, 1.60756], [-0.83076, -3.38335, 4.11342], [-0.10341, -3.97771, 0.01298], [1.33353, 0.33836, 4.09264], [4.25147, -1.18356, 2.61084], [-0.69019, 2.16871, -0.41858]],
  "atomic_forces_ev_per_a": [[-0.65, 0.01, 0.06], [0.32, 0.20, 0.55], [1.47, -0.91, -0.11], [-0.59, 0.11, -0.10], [0.72, -0.50, 0.60], [0.58, -0.48, 0.70], [-0.60, -0.40, -1.01], [0.41, 0.22, -0.11], [-0.57, 0.24, -0.46], [0.26, 0.77, 0.36], [-0.32, 0.60, 0.23], [0.27, 0.21, -0.01], [0.07, 0.48, 0.19], [0.25, 0.79, -0.28], [-0.17, 0.18, -0.24], [-0.28, -0.05, -0.52], [-0.21, -1.11, -0.28], [-0.22, 0.07, 0.00], [-0.62, 0.47, -0.88], [0.50, -0.63, -0.06], [0.36, 0.81, 0.63], [0.15, -0.12, -0.09], [0.68, 0.74, -1.18], [-0.48, 0.57, -0.81], [-0.30, 1.09, -0.09], [0.40, -0.83, 0.77], [0.10, -0.24, 0.05], [-0.34, -0.70, -0.71], [-0.34, -0.47, -0.24], [0.56, 1.06, 0.41], [-0.16, -0.26, 0.15], [0.03, -0.12, -0.17], [-0.10, -0.58, -0.37], [-0.07, 0.59, 0.05], [0.19, -0.04, 0.02], [0.53, -0.26, 0.15], [0.21, 0.03, 0.21], [-0.23, 0.16, 0.10], [-0.26, 0.20, -0.08], [-0.50, -0.16, -0.23], [0.12, -0.16, -0.06], [-0.21, -0.20, -0.11], [-0.19, -0.39, 0.34], [-0.47, -0.13, 0.66], [0.07, 0.03, 0.41], [0.60, 0.28, 0.57], [-0.02, 0.14, 0.01], [-0.28, 0.15, -0.63], [0.36, -0.14, 0.08], [-0.28, 0.00, -0.22], [0.09, -0.21, 0.98], [0.22, -0.09, 0.48], [-0.02, 0.50, 0.13], [-0.01, 0.03, -0.14], [-0.41, -0.68, 1.40], [-0.34, -0.49, -0.32], [-0.24, -0.24, -0.42], [-0.03, -0.13, -0.36]],
  "mulliken_charge": [0.978, -0.504, 0.037, -0.132, -1.020, -0.326, 0.481, -0.869, -1.673, -1.669, -0.559, -1.037, 1.814, 1.991, 1.809, -0.721, -0.307, -0.580, -1.570, 0.983, -0.688, -0.358, -1.456, 0.764, -0.740, -1.555, -0.442, -1.803, 0.542, 0.304, 0.601, 0.428, 0.436, 0.215, 0.226, 0.340, 0.553, 0.359, 0.507, 0.139, 0.528, 0.311, 0.080, 0.246, 0.445, 0.381, 0.502, 0.327, 0.343, 0.444, 0.296, 0.429, 0.212, 0.489, 0.360, 0.466, 0.280, 0.365],
  "e_homo_ev": -14.6,
  "spin_multiplicity": 1,
  "total_charge": 2,
  "lumo_energy_ev": -7.21
}

{
  "formula": "C4H9N2O",
  "method": "ωB97M-V with the def2-TZVPD basis set",
  "species": ["O", "N", "N", "C", "C", "C", "C", "H", "H", "H", "H", "H", "H", "H", "H", "H"],
  "coordinates": [[2.46723, -0.98256, 0.18307], [2.54357, 0.23581, 0.17689], [-0.44588, -0.25007, 0.23641], [0.19353, 0.94613, -0.29826], [-0.03360, -1.43408, -0.39402], [1.74532, 1.17325, -0.12201], [-1.90771, -0.22122, 0.43016], [2.14818, 2.07630, -0.53190], [-0.29643, -2.42685, 0.06023], [-0.19086, 1.91448, 0.19832], [0.69352, -1.33577, -1.22028], [-2.32674, -1.31887, 0.58047], [-0.05662, 1.19695, -1.32038], [0.01229, -0.28680, 1.16283], [-2.36017, 0.42731, 1.31903], [-2.18562, 0.28600, -0.46055]],
  "atomic_forces_ev_per_a": [[-0.21, 0.11, 1.02], [0.54, -0.14, -1.13], [1.67, 0.32, 3.09], [0.92, 4.52, 0.01], [1.13, -2.70, -1.81], [-1.70, -1.75, -0.32], [-2.65, -0.34, 2.07], [0.08, 0.66, 0.59], [0.27, 1.41, -0.46], [-0.01, -1.83, -0.12], [-0.86, -0.22, 0.59], [0.99, 2.44, -0.69], [-0.25, -0.87, -0.57], [-0.42, -0.18, 0.26], [1.76, -1.27, -1.65], [-1.27, -0.17, -0.88]],
  "mulliken_charge": [-0.341, 0.115, 0.158, -0.688, -0.564, -0.260, -0.675, 0.396, 0.309, 0.402, 0.355, 0.300, 0.476, 0.370, 0.296, 0.352],
  "e_homo_ev": [-14.1, -14.0],
  "spin_multiplicity": 1,
  "total_charge": 1,
  "lumo_energy_ev": [-5.04, -4.95],
  "de_lowest_ev": 7.667
}

| no. | E_tot (Ha) |
| --- | --- |
| 1 | -1990.8576 |
| 2 | -342.0755 |